*1*
The following is a quantum chemistry calculation of a 2-piece molecular cluster, C5H8ClNO overall, from the Open Molecules 2025 dataset.

The SMILES is CC(Cl)=C=N.CC=O. Its gap between HOMO and LUMO is 9.281 eV. As for the multiplicity: 1.

XYZ file:
```
16
C5H8ClNO (the ωB97M-V functional and the def2-TZVPD basis)
C -0.678 -0.902 -2.026
C 1.433 1.787 1.440
C -0.891 -1.848 0.335
C 0.191 1.459 0.715
C -0.177 -1.468 -0.967
N -1.054 -0.400 -3.047
O -0.911 1.157 1.156
Cl 1.531 -1.668 -0.921
H 1.548 0.873 2.011
H 1.049 2.595 2.122
H 2.098 2.130 0.627
H -1.266 -0.871 0.670
H -0.222 -2.233 1.140
H -1.661 -2.569 0.114
H 0.204 1.368 -0.353
H -1.193 0.589 -3.016
```

---

*2*
The following is a quantum chemistry calculation of a 2-piece molecular cluster, C5H8ClNO overall, from the Open Molecules 2025 dataset.

The SMILES is C=C(Cl)C#N.COC. Its gap between HOMO and LUMO is 9.919 eV. As for the multiplicity: 1.

XYZ file:
```
16
C5H8ClNO (the ωB97M-V functional and the def2-TZVPD basis)
C -2.061 0.097 -0.220
C -0.849 -1.382 -1.712
C 1.533 1.360 -0.121
C 0.818 -0.008 1.588
C -1.714 -1.149 -0.731
N -2.260 1.168 0.127
O 1.145 0.021 0.240
Cl -2.553 -2.373 0.177
H -0.200 -0.569 -2.000
H 1.730 0.360 2.105
H -0.734 -2.267 -2.151
H 2.515 1.811 0.123
H 0.704 1.921 0.166
H 1.423 1.236 -1.265
H 0.329 -1.021 1.992
H 0.172 0.795 1.683
```

---

Energies, relative to the best one, in kcal/mol: *1* 0.0; *2* 11.8.

---

*1*
The following is a quantum chemistry calculation of one molecule with the formula C5H8N2O2S, from the Open Molecules 2025 dataset.

The SMILES is C[C@@]12N[C@@](N)(CS1)OC2=O. Its gap between HOMO and LUMO is 9.903 eV. As for the multiplicity: 1.

XYZ file:
```
18
C5H8N2O2S (the ωB97M-V functional and the def2-TZVPD basis)
C 0.620 -0.973 -0.290
C -1.504 -0.073 -0.053
C 0.906 -1.003 1.212
C -0.510 0.983 0.375
C -0.756 2.423 0.154
N 0.886 0.435 -0.641
N 1.173 -2.022 -1.147
O -0.806 -1.171 -0.380
O -2.702 -0.075 -0.027
S 0.166 0.459 1.947
H 0.552 -1.909 1.760
H 2.022 -0.810 1.241
H 0.316 2.838 0.220
H -1.424 2.781 0.949
H -1.006 2.532 -0.957
H 0.690 0.441 -1.587
H 0.837 -2.905 -0.788
H 0.541 -1.949 -1.989
```

---

*2*
The following is a quantum chemistry calculation of C5H8N2O2S as an isolated structure, from the Open Molecules 2025 dataset.

Its gap between HOMO and LUMO is 9.685 eV. As for the multiplicity: 1.

XYZ file:
```
18
C5H8N2O2S (the ωB97M-V functional and the def2-TZVPD basis)
C -1.675 1.401 -0.245
C -0.340 1.287 0.532
C -0.409 -0.176 0.871
C 1.144 -0.655 -0.516
C 2.294 -1.434 0.016
N 0.768 1.614 -0.440
N 1.393 0.674 -0.835
O -1.847 -1.142 -1.299
O -2.946 -0.643 0.865
S -1.878 -0.421 -0.083
H -2.551 2.032 0.282
H -1.384 1.889 -1.289
H -0.352 2.115 1.229
H -0.224 -0.530 1.798
H 0.594 -1.285 -1.124
H 1.793 -2.322 0.499
H 2.805 -0.723 0.535
H 2.815 -1.682 -0.799
```

---

Energies, relative to the best one, in kcal/mol: *1* 0.0; *2* 94.2.

---

*1*
The following is a quantum chemistry calculation of a 2-piece molecular cluster, C6H15NO overall, from the Open Molecules 2025 dataset.

Its total charge is -1. Its gap between HOMO and LUMO (spin up / spin down) is 2.967 / 9.681 eV. As for the multiplicity: 2.

XYZ file:
```
23
C6H15NO (the ωB97M-V functional and the def2-TZVPD basis)
C 2.406 2.030 -0.609
C 1.332 2.328 -1.654
C 2.939 0.503 -0.787
H 3.217 2.645 -0.907
H 2.207 2.290 0.409
H 0.756 1.494 -1.984
H 4.115 0.546 -0.879
H 1.948 2.548 -2.579
H 0.608 3.055 -1.177
H 2.683 -0.136 0.038
H 2.614 0.033 -1.738
C -2.075 -0.527 -0.039
C -2.928 0.189 1.194
C -1.076 -1.486 0.489
O -0.824 -2.584 -0.034
N -0.232 -1.186 1.567
H -2.709 -1.013 -0.796
H -1.512 0.309 -0.609
H -3.836 0.534 0.620
H -2.337 1.053 1.449
H 0.358 -1.818 1.999
H -0.353 -0.302 1.871
H -3.130 -0.479 2.026
```

---

*2*
The following is a quantum chemistry calculation of a 2-piece molecular cluster, C6H15NO overall, from the Open Molecules 2025 dataset.

Its total charge is -1. Its gap between HOMO and LUMO (spin up / spin down) is 2.471 / 8.027 eV. As for the multiplicity: 2.

XYZ file:
```
23
C6H15NO (the ωB97M-V functional and the def2-TZVPD basis)
C 1.579 0.833 1.852
C 0.642 1.934 1.333
C -0.669 1.439 0.699
C -0.446 0.463 -0.424
C -1.222 -0.586 -0.688
N -1.047 -1.489 -1.736
C -0.219 -1.173 -2.889
H 1.384 0.623 2.910
H 1.522 -0.042 1.207
H 2.614 1.191 1.879
H 1.146 2.491 0.536
H 0.427 2.605 2.171
H -1.220 2.334 0.380
H -1.339 0.989 1.447
H 0.342 0.788 -1.086
H -2.050 -0.946 -0.093
H -1.946 -1.799 -2.112
H 0.631 -1.849 -2.996
H 0.230 -0.173 -2.871
H -0.831 -1.189 -3.801
H 0.099 -2.341 0.677
H 0.166 -1.601 1.980
O 0.208 -2.502 1.626
```

---

Energies, relative to the best one, in kcal/mol: *1* 2.0; *2* 0.0.

---

*1*
The following is a quantum chemistry calculation of one molecule with the formula C8H6N2O2S, from the Open Molecules 2025 dataset.

Its gap between HOMO and LUMO (spin up / spin down) is 9.009 / 5.173 eV. As for the multiplicity: 1.

XYZ file:
```
19
C8H6N2O2S (the ωB97M-V functional and the def2-TZVPD basis)
C 0.088 -0.058 2.064
C -0.555 -1.243 1.799
C 0.510 0.691 0.975
C -0.666 -1.672 0.526
C 0.430 0.328 -0.340
C -0.193 -0.910 -0.552
C 0.870 0.974 -1.638
C 0.315 1.800 -2.432
N -0.133 2.717 -3.096
N -0.745 2.545 -4.277
O -0.896 1.375 -4.895
O -1.153 3.486 -4.952
S -0.466 -1.639 -2.077
H 0.364 0.241 3.102
H -0.740 -1.797 2.747
H 0.970 1.580 1.162
H -0.973 -2.705 0.386
H 1.847 0.525 -1.982
H -0.940 0.649 -4.331
```

---

*2*
The following is a quantum chemistry calculation of one molecule with the formula C8H6N2O2S, from the Open Molecules 2025 dataset.

The SMILES is O=S1(=O)C=CC=Cc2cncnc21. Its gap between HOMO and LUMO is 8.601 eV. As for the multiplicity: 1.

XYZ file:
```
19
C8H6N2O2S (the ωB97M-V functional and the def2-TZVPD basis)
C 0.825 -2.306 0.434
C -1.264 -2.742 -0.142
C 0.381 -0.925 0.397
C -0.935 -0.422 0.042
C 1.425 0.100 0.571
C 1.636 1.342 0.279
C -0.462 2.345 -0.656
C 0.772 2.007 -0.726
N -0.061 -3.222 0.228
N -1.703 -1.477 -0.193
O -1.412 1.656 1.580
O -2.798 1.301 -0.332
S -1.451 1.209 0.233
H 1.718 -2.546 0.809
H -2.079 -3.282 -0.614
H 2.246 -0.592 0.694
H 2.700 1.704 0.117
H 1.422 2.635 -1.324
H -0.961 3.213 -1.396
```

---

Energies, relative to the best one, in kcal/mol: *1* 47.3; *2* 0.0.